1.
Computed, not measured: 2 unconnected molecules or ions with the total composition C7H15FNO, with ωB97M-V/def2-TZVPD.

Positions of all 25 atoms, in Å:
C1 0.91188 -0.25214 2.33846
C2 1.12594 -1.39885 1.25262
C3 0.71167 -0.09166 0.90051
C4 -0.64553 1.87729 0.64313
C5 -1.68846 -0.33724 0.17066
C6 -0.13429 0.75415 -1.37919
C7 0.87999 -0.22110 -1.96397
N1 -0.41913 0.49670 0.16528
O1 0.34549 -1.50564 -1.84665
F1 2.12911 0.90535 0.26025
H1 0.08627 -0.30263 3.04869
H2 1.84076 0.09203 2.72420
H3 2.19272 -1.79538 1.07951
H4 0.56480 -2.28526 1.53684
H5 -1.43148 2.32536 0.11656
H6 -0.85228 1.98637 1.61933
H7 0.26978 2.53948 0.49211
H8 -2.08983 -0.28803 1.16295
H9 -2.32323 0.12693 -0.54943
H10 -1.39555 -1.35123 -0.03356
H11 -1.03341 0.71910 -1.89799
H12 0.12908 1.86818 -1.48957
H13 1.06545 0.07318 -2.98679
H14 1.73519 -0.26928 -1.37024
H15 0.93095 -2.15066 -2.27682

- charge = +1
- LUMO energy (eV) = -4.257
- E_HOMO (eV) = -14.32
- gap between HOMO and LUMO (eV) = 10.1



2.
Computed, not measured: 2 unconnected molecules or ions with the total composition C7H15IN2, with ωB97M-V/def2-TZVPD.

Positions of all 25 atoms, in Å:
C1 -0.08762 -0.28217 1.24061
C2 -0.52843 0.16643 2.39282
C3 1.01163 -1.22508 1.06731
C4 0.55055 -2.17500 -0.13463
C5 -0.14042 -1.22519 -1.05530
C6 -0.78334 -0.16400 -0.13241
C7 -0.17539 1.72991 -0.63874
N1 0.93492 -0.63996 -2.00372
N2 -0.80395 2.65126 0.26355
I1 -2.87047 -0.17048 -0.26093
H1 -1.31660 0.83772 2.53808
H2 -0.03621 -0.05635 3.39572
H3 1.90280 -0.74764 0.69339
H4 1.21744 -1.60446 2.04695
H5 1.27028 -2.87537 -0.55463
H6 -0.18367 -2.85431 0.29163
H7 -0.86715 -1.69815 -1.73043
H8 -0.28857 2.05622 -1.75143
H9 0.93256 1.43786 -0.55542
H10 1.66367 -0.22439 -1.36466
H11 0.47910 -0.01088 -2.59513
H12 1.13540 -1.49022 -2.46717
H13 -0.52435 2.58805 1.20117
H14 -1.77254 2.32800 0.06957
H15 -0.71964 3.64818 0.04379

- charge = +2
- LUMO energy (eV) = -7.281
- E_HOMO (eV) = -16.92
- gap between HOMO and LUMO (eV) = 9.6



3.
Computed, not measured: a molecular structure, C7H15IrN6OS, with ωB97M-V/def2-TZVPD.

Positions of all 31 atoms, in Å:
Ir1 -0.04410 -0.23740 0.37530
N1 2.41030 0.29010 0.45550
N2 2.97070 0.28850 1.74870
C1 2.25690 0.10250 2.86160
N3 2.81640 0.15780 4.04550
S1 0.54500 -0.25470 2.81070
H1 2.90190 -0.38080 -0.14410
H2 2.54060 1.21320 0.02430
H3 3.96730 0.50330 1.83210
H4 3.79400 0.38220 4.20760
H5 2.26090 -0.00840 4.87870
N4 -3.82060 1.62960 -0.84500
C2 -2.56840 1.34800 -0.58680
O1 -2.20650 0.37200 0.09850
C3 -1.49860 2.26210 -1.18660
C4 -0.12660 1.97460 -0.68450
H6 -4.58010 1.04400 -0.51130
H7 -4.08610 2.43160 -1.40430
H8 -1.78020 3.29310 -0.90990
H9 -1.55920 2.18880 -2.27620
H10 0.06340 2.36730 0.31730
H11 0.65560 2.13550 -1.41630
N5 0.37080 -4.57800 -0.06030
C5 -0.90650 -4.42830 -0.47620
C6 -1.16420 -3.06720 -0.44520
N6 -0.04790 -2.42180 -0.02230
C7 0.86780 -3.36650 0.21130
H12 0.86440 -5.46230 0.02730
H13 -1.54240 -5.24400 -0.76560
H14 -2.07440 -2.55250 -0.69050
H15 1.86180 -3.19790 0.58170

- charge = +3
- LUMO energy (alpha / beta) (eV) = -13.244 / -13.079
- E_HOMO (alpha / beta) (eV) = -18.62 / -18.61
- ⟨S²⟩ = 0.814
- gap between HOMO and LUMO (alpha / beta) (eV) = 5.4 / 5.5
- 2S+1 = 2



4.
Computed, not measured: 2 unconnected molecules or ions with the total composition C7H15N, with ωB97M-V/def2-TZVPD.

Positions of all 23 atoms, in Å:
C1 -1.47978 0.10990 -1.63041
C2 -1.53196 -1.02485 -0.64235
C3 -2.08667 -0.83049 0.55534
C4 -0.96299 -2.35173 -1.03638
H1 -0.58747 0.73611 -1.54147
H2 -2.32090 0.78961 -1.51197
H3 -1.49300 -0.30561 -2.64125
H4 -2.16116 -1.64515 1.26844
H5 -2.50309 0.11178 0.88019
H6 -0.82849 -2.99641 -0.17024
H7 0.01736 -2.20564 -1.49888
H8 -1.58544 -2.87249 -1.76541
C5 2.93774 1.49236 0.08063
C6 1.73963 0.73255 0.65322
C7 -0.10127 1.22737 1.94151
N1 0.65317 1.64844 1.02170
H9 3.81763 0.84952 0.12523
H10 2.79971 1.79145 -0.95814
H11 3.12586 2.38961 0.66649
H12 2.10503 0.19359 1.53564
H13 1.33903 0.01936 -0.06675
H14 0.06864 0.31118 2.51148
H15 -0.96157 1.82957 2.22337

- LUMO energy (eV) = 1.019
- E_HOMO (eV) = -9.22
- SMILES = C=C(C)C.C=NCC
- gap between HOMO and LUMO (eV) = 10.2



5.
Computed, not measured: a molecular structure, C7H15N, with ωB97M-V/def2-TZVPD.

Positions of all 23 atoms, in Å:
C1 1.54408 -1.90919 -0.69190
C2 0.85618 -2.71357 0.14593
C3 1.31774 0.77476 -0.23810
H1 2.58258 -1.68595 -0.49483
H2 1.15884 -1.65062 -1.66780
H3 -0.27914 -1.38078 1.13789
H4 1.29814 -3.08089 1.06187
H5 -0.12272 -3.09526 -0.11452
H6 2.17383 0.32639 -0.73224
H7 1.74139 1.24653 0.64702
H8 0.97242 1.47217 -0.99601
C4 -0.82263 1.91462 1.08505
C5 -0.55400 0.54120 0.51260
C6 -1.34200 0.18455 -0.67904
C7 -1.77248 1.02821 -1.61778
N1 -0.58406 -0.45429 1.48787
H9 -0.05110 -0.20864 2.31479
H10 -1.53754 -0.87449 -0.79124
H11 -1.88794 2.06450 1.25899
H12 -0.29589 2.05207 2.02717
H13 -0.46882 2.68136 0.39345
H14 -1.65269 2.09804 -1.54429
H15 -2.27420 0.66929 -2.50487

- LUMO energy (eV) = 1.070
- E_HOMO (eV) = -7.96
- gap between HOMO and LUMO (eV) = 9.0



6.
Computed, not measured: a molecular structure, C7H15N, with ωB97M-V/def2-TZVPD.

Positions of all 23 atoms, in Å:
C1 -0.21183 -0.42092 0.26986
C2 0.31650 1.78541 -0.84998
C3 -0.73547 0.22567 1.54002
C4 -1.30989 -0.99359 -0.60072
C5 -0.29227 1.77623 -2.22894
N1 0.85907 0.08198 -0.41910
C6 0.85988 -1.93025 0.86892
C7 1.75350 -1.87142 1.83849
H1 1.64576 0.26379 0.19733
H2 -0.30832 2.28940 -0.10732
H3 1.29224 2.27036 -0.82770
H4 0.63502 -2.85340 0.34551
H5 -0.89061 -1.41253 -1.51182
H6 0.06082 0.72849 2.08639
H7 -1.51711 0.95056 1.31405
H8 -1.17024 -0.54811 2.17260
H9 -1.83316 -1.77764 -0.05265
H10 -2.04595 -0.23260 -0.85542
H11 -0.30706 2.78636 -2.65184
H12 -1.32705 1.43279 -2.21604
H13 0.28952 1.14466 -2.89986
H14 2.25033 -2.75237 2.23641
H15 1.98633 -0.94287 2.35180

- LUMO energy (eV) = 0.987
- E_HOMO (eV) = -8.34
- gap between HOMO and LUMO (eV) = 9.3



7.
Computed, not measured: a gas-phase ion, C7H15N2O (charge +1), with ωB97M-V/def2-TZVPD.

Positions of all 25 atoms, in Å:
C1 0.28240 1.99303 0.54412
C2 -1.77676 3.22356 1.56497
C3 1.15490 -3.88530 -1.72481
C4 1.10040 0.87195 0.01615
C5 0.32420 -2.75335 -1.13439
C6 0.32288 -0.43185 -0.16516
C7 1.17380 -1.52490 -0.80669
N1 -0.83167 1.75107 1.06396
N2 -2.74044 2.92110 2.36347
O1 -1.43689 4.31611 1.03364
H1 0.71247 2.98885 0.43936
H2 0.52126 -4.73858 -1.95125
H3 1.64359 -3.56842 -2.64287
H4 1.91983 -4.20574 -1.02202
H5 1.94252 0.72388 0.70029
H6 1.52913 1.19637 -0.93696
H7 -0.16562 -3.10232 -0.22346
H8 -0.45735 -2.46882 -1.84304
H9 -0.05087 -0.77369 0.80063
H10 -0.54202 -0.23286 -0.80181
H11 1.62587 -1.14571 -1.72731
H12 1.98217 -1.81396 -0.13062
H13 -2.82810 1.95613 2.66567
H14 -3.43303 3.59006 2.68873
H15 -1.97266 5.11340 1.22942

- charge = +1
- LUMO energy (eV) = -3.801
- E_HOMO (eV) = -13.68
- SMILES = CCCCC/C=N/C(=[NH2+])O
- gap between HOMO and LUMO (eV) = 9.9



8.
Computed, not measured: 2 unconnected molecules or ions with the total composition C7H15N2O, with ωB97M-V/def2-TZVPD.

Positions of all 25 atoms, in Å:
C1 0.82014 -0.21833 -1.09074
C2 2.12216 -0.32670 0.73656
C3 1.80493 1.12512 0.46001
C4 -4.06867 0.12410 0.82206
C5 1.50646 -2.51155 -0.38093
C6 0.41119 2.13380 -1.36039
C7 -2.55402 -0.16327 1.02440
N1 1.43860 -1.09050 -0.29997
N2 1.04158 1.02846 -0.77061
O1 -1.67405 0.02373 0.18413
H1 3.16605 -0.65676 0.71691
H2 1.91754 -0.82973 1.73819
H3 1.31711 1.59124 1.26578
H4 2.62928 1.84292 0.28411
H5 -4.32062 0.62522 -0.07965
H6 0.41842 -0.43905 -2.18529
H7 -4.61525 -0.82101 0.85636
H8 0.91422 -3.03180 -1.17903
H9 2.58702 -2.86618 -0.49573
H10 1.17131 -2.94004 0.52683
H11 -0.53758 1.82068 -1.96912
H12 1.07031 2.69312 -2.00708
H13 0.05902 2.62847 -0.46182
H14 -2.29453 -0.48226 2.02979
H15 -4.33060 0.74031 1.63522

- charge = +1
- LUMO energy (eV) = -2.740
- E_HOMO (eV) = -13.08
- gap between HOMO and LUMO (eV) = 10.3



9.
Computed, not measured: a gas-phase ion, C7H15N2S (charge +1), with ωB97M-V/def2-TZVPD.

Positions of all 25 atoms, in Å:
C1 -0.85827 -0.88610 -0.48430
C2 0.36106 -0.30247 -0.96485
C3 -3.24759 -0.33902 -0.29784
C4 1.24961 0.75490 -0.04407
C5 -0.86738 -2.16283 0.37572
C6 1.60086 0.03059 1.26119
C7 2.48903 1.09137 -0.79154
N1 -1.97327 -0.26252 -0.44839
N2 0.35428 1.83508 0.23835
S1 -4.17491 0.88056 0.45299
H1 1.17263 -1.18241 -1.04058
H2 0.22233 0.27068 -1.83866
H3 -3.62464 -1.31825 -0.79139
H4 0.12952 -2.50190 0.82744
H5 -1.12654 -2.99861 -0.35813
H6 -1.60749 -2.02194 1.09278
H7 0.79557 0.19772 2.02666
H8 2.42274 0.59013 1.58867
H9 1.76739 -1.04186 0.98933
H10 2.84836 0.14479 -1.10304
H11 3.13358 1.74324 -0.19697
H12 2.39428 1.89873 -1.55420
H13 0.05545 2.33056 -0.55219
H14 -0.45392 1.62451 0.79372
H15 -3.06268 1.62507 0.81931

- charge = +1
- LUMO energy (eV) = -5.064
- E_HOMO (eV) = -12.77
- gap between HOMO and LUMO (eV) = 7.7



Calculated maximum force in order - 4.50; 5.78; 3.11; 1.04; 2.46; 6.38; 5.59; 3.64; 4.30 eV/Å